No. 1
DFT (ωB97M-V/def2-TZVPD) results for C26H25F10MoN3SbSe as an isolated structure.

Structure (XYZ):
```
67
Properties=species:S:1:pos:R:3:forces:R:3
Mo 0.297037 -0.219465 0.729592 0.13 0.29 -0.44
C 2.403786 -0.581330 3.201399 -0.01 -0.05 0.02
N 1.925523 0.432261 2.248127 -0.02 0.02 -0.01
C 1.370937 1.584382 2.990653 -0.04 0.02 0.02
C 0.546519 2.443242 2.055160 0.05 0.02 0.03
N -0.327434 1.544925 1.283438 -0.01 -0.26 0.11
C -1.582883 2.092637 0.935256 -0.10 0.06 -0.10
C -1.686680 3.235084 0.148610 -0.07 -0.04 -0.03
F -0.574567 3.853004 -0.262374 0.02 0.01 0.03
C -2.913782 3.738315 -0.250516 0.02 -0.09 0.08
F -2.973387 4.814644 -1.021261 -0.01 0.03 -0.03
C -4.077512 3.100996 0.150464 0.07 -0.04 0.02
F -5.257476 3.568143 -0.226371 0.00 0.00 0.00
C -4.001959 1.970831 0.953093 0.05 0.02 -0.02
F -5.112583 1.360280 1.348826 -0.01 0.00 0.01
C -2.766136 1.487799 1.340119 -0.07 0.04 0.05
F -2.716809 0.398587 2.125348 0.00 0.05 -0.09
C 3.040157 0.871133 1.376253 0.00 -0.03 -0.04
C 3.244250 -0.155254 0.288729 0.05 -0.02 0.00
N 1.925488 -0.486712 -0.277667 -0.20 0.12 0.23
C 1.954858 -0.966181 -1.608033 0.00 -0.17 -0.07
C 2.242518 -0.110812 -2.664660 -0.03 -0.02 -0.05
F 2.538226 1.167826 -2.407241 0.08 -0.04 0.01
C 2.203295 -0.540145 -3.980456 -0.01 -0.05 0.09
F 2.457984 0.307105 -4.966941 0.00 0.00 -0.02
C 1.882639 -1.860375 -4.256173 -0.02 0.02 0.09
F 1.834767 -2.285284 -5.508121 0.01 0.00 0.00
C 1.609530 -2.738606 -3.214995 0.01 0.05 0.04
F 1.304398 -4.003551 -3.476448 0.00 -0.02 -0.01
C 1.655127 -2.288172 -1.908522 0.06 0.00 -0.14
F 1.378220 -3.146961 -0.915467 -0.01 0.01 -0.03
H 3.188351 -0.169475 3.844216 0.01 -0.01 0.00
H 2.800562 -1.442611 2.665788 -0.01 0.00 0.02
H 1.572556 -0.906962 3.826639 0.03 0.00 -0.02
H 2.176376 2.152674 3.468186 -0.02 0.02 0.00
H 0.720889 1.182764 3.770615 0.02 0.03 -0.02
H 1.166716 3.049563 1.389947 -0.03 -0.01 0.04
H -0.062615 3.135838 2.640746 0.02 -0.02 -0.01
H 3.948840 1.022851 1.966900 0.01 0.02 -0.02
H 2.760865 1.819904 0.916740 0.02 -0.04 0.00
H 3.705444 -1.067997 0.679525 0.02 0.02 -0.05
H 3.905706 0.234387 -0.485860 -0.02 0.05 0.01
Se -1.382500 -0.772146 -0.903275 0.19 0.07 0.18
C -1.382506 0.523129 -2.318446 0.00 -0.02 0.01
C -2.333186 0.382481 -3.324383 0.00 -0.02 0.01
C -2.370269 1.295166 -4.367121 -0.01 0.00 -0.02
C -1.461844 2.343708 -4.409883 0.02 0.01 0.01
C -0.512987 2.481638 -3.405874 -0.02 0.00 -0.02
C -0.473310 1.571502 -2.360793 0.03 0.01 0.10
H -3.040361 -0.436668 -3.291113 -0.01 -0.01 0.00
H -3.110788 1.186744 -5.147974 -0.01 0.00 -0.01
H -1.492693 3.052905 -5.225338 0.00 0.02 -0.01
H 0.196055 3.298095 -3.434266 0.01 0.01 0.00
H 0.264337 1.685964 -1.573202 -0.06 0.00 -0.05
C -1.678771 -2.279061 3.641397 0.02 -0.04 -0.02
Sb -0.484694 -2.568669 1.911300 -0.16 -0.06 0.12
C -1.690525 -3.884207 0.775265 0.01 0.02 -0.02
C 0.967528 -3.932868 2.646115 0.02 0.06 -0.04
H -1.828461 -3.237659 4.133303 -0.01 -0.02 0.02
H -2.638191 -1.863606 3.343842 -0.02 0.01 0.00
H -1.190125 -1.589257 4.326700 0.01 0.00 0.00
H -1.979949 -4.721351 1.408410 0.00 0.00 -0.01
H -1.121591 -4.243615 -0.080499 -0.01 0.00 0.01
H -2.576533 -3.361287 0.421377 0.00 -0.01 0.01
H 0.470952 -4.890283 2.787559 0.01 -0.03 0.03
H 1.361430 -3.587780 3.599111 0.01 0.02 0.02
H 1.781242 -4.052156 1.934527 0.00 0.01 -0.03
```
Forces are in eV/Å.

Calculated values
LUMO energy (spin up / spin down) = -0.149 / -0.149 Ha
DFT total energy = -132744.8389 eV
2S+1 = 1
total charge = +1
frontier orbital gap (spin up / spin down) = 7.01 / 6.98 eV



No. 2
DFT (ωB97M-V/def2-TZVPD) results for C26H25F7MnN4O5S as an isolated structure.

Structure (XYZ):
```
69
Properties=species:S:1:pos:R:3:forces:R:3
Mn -0.798286 -3.097022 -2.249244 0.06 -0.08 0.13
F -2.601443 2.137862 1.986246 0.00 -0.02 0.01
C -1.345574 1.699310 1.735769 -0.07 0.03 -0.06
C -1.182514 0.592016 0.956812 -0.07 -0.09 -0.07
C 0.094682 0.145774 0.621072 0.02 -0.01 0.02
C 0.239629 -1.040640 -0.236208 0.09 0.19 -0.03
O -0.785378 -1.598242 -0.651996 -0.19 -0.23 -0.11
C 1.589441 -1.440244 -0.500820 -0.03 -0.12 0.06
C 2.611620 -0.700914 -0.002866 0.00 0.11 0.11
N 2.474902 0.431109 0.732318 0.02 0.05 -0.10
C 3.650919 1.199498 1.086657 -0.13 -0.09 0.00
C 3.795728 2.576735 0.503190 -0.02 0.11 0.00
C 4.665279 1.459205 0.017783 0.09 -0.06 -0.05
C 1.203893 0.857165 1.087279 0.10 -0.05 0.00
C 1.013579 1.962857 1.922311 0.10 0.07 0.06
C -0.254573 2.406361 2.255099 0.04 0.01 0.04
N -0.392186 3.524456 3.115386 0.03 0.05 0.04
C 0.372894 4.730943 2.842316 -0.15 -0.01 -0.01
C 0.963279 5.223001 4.169354 0.02 0.01 -0.10
N 0.041684 4.757720 5.269414 -0.06 0.04 -0.09
C -1.394390 4.891182 4.847926 -0.05 -0.08 -0.04
C -1.664400 3.836656 3.760214 0.17 -0.02 0.00
C 1.996871 -2.624638 -1.354533 -0.19 0.16 -0.04
O 3.135069 -3.037051 -1.271314 0.01 -0.04 -0.04
O 1.095259 -3.063424 -2.168370 0.10 -0.24 0.04
H -2.042717 0.064646 0.562783 0.03 0.03 0.01
H 3.623706 -1.023405 -0.208982 0.00 0.03 -0.01
H 4.005771 1.023106 2.094690 0.02 0.02 0.02
H 4.244303 3.346955 1.117629 -0.01 -0.04 0.01
H 3.005586 2.920070 -0.152850 0.03 -0.06 -0.01
H 5.707245 1.449858 0.304972 -0.04 -0.01 0.03
H 4.469435 1.058332 -0.967658 -0.03 0.04 0.02
H 1.879123 2.470207 2.327111 -0.04 -0.02 0.01
H -0.267330 5.504478 2.400934 0.02 0.01 -0.02
H 1.171599 4.536907 2.134057 0.02 -0.03 -0.01
H 1.029369 6.307987 4.214024 -0.03 0.01 0.07
H 1.943135 4.795114 4.369147 0.00 -0.02 0.03
H 0.229345 5.254033 6.138150 0.00 0.03 0.03
H 0.223771 3.764339 5.420043 0.03 -0.04 0.03
H -1.524925 5.908585 4.487408 0.05 0.03 0.01
H -2.036040 4.743600 5.712580 0.04 0.01 0.04
H -2.418391 4.229462 3.075280 -0.03 0.05 -0.01
H -2.062924 2.930619 4.210463 -0.02 -0.03 0.01
O -0.787415 -4.446993 -0.890252 0.07 -0.08 0.14
N -1.724059 -5.393937 -0.798840 0.00 0.07 -0.07
C -1.600089 -6.279937 0.208596 0.06 -0.08 0.10
C -2.518965 -7.276793 0.365124 -0.03 -0.05 0.03
C -3.582615 -7.362050 -0.538219 -0.02 0.02 -0.05
C -3.680917 -6.449171 -1.558335 -0.05 -0.06 0.02
C -2.727667 -5.431923 -1.697228 0.01 0.07 -0.07
S -2.747952 -4.233202 -2.924805 0.17 0.25 0.05
H -0.738719 -6.129697 0.841004 0.00 0.05 -0.04
H -2.406369 -7.979955 1.176435 0.01 0.01 -0.01
H -4.322220 -8.144743 -0.435122 0.01 0.02 -0.02
H -4.484369 -6.484605 -2.280059 0.00 0.00 0.02
C -0.999625 -1.566606 -5.892549 -0.03 -0.04 -0.01
C -0.714967 -0.985222 -4.512480 0.41 0.10 0.07
O -1.066690 -1.826851 -3.502198 -0.46 0.00 -0.04
C -1.547384 0.308247 -4.329045 -0.03 -0.15 0.04
F -1.249298 0.956899 -3.191668 0.01 0.03 0.06
F -1.381156 1.174101 -5.338112 0.02 0.06 -0.03
F -2.848327 -0.003209 -4.276574 -0.03 0.04 -0.03
C 0.798343 -0.668145 -4.399398 -0.08 -0.11 -0.08
F 1.141280 -0.236919 -3.172765 0.01 0.08 0.01
F 1.511859 -1.771707 -4.640850 0.02 0.07 -0.08
F 1.191556 0.269990 -5.274706 0.02 0.07 -0.03
H -2.058507 -1.810943 -5.954421 0.00 0.01 -0.01
H -0.419486 -2.478365 -6.015406 -0.01 -0.01 0.00
H -0.742285 -0.862832 -6.681700 0.00 -0.02 -0.02
```
Forces are in eV/Å.

Calculated values
LUMO energy (spin up / spin down) = -0.122 / -0.122 Ha
DFT total energy = -104738.8586 eV
expectation value of S² = 6.049
2S+1 = 5
total charge = +1
frontier orbital gap (spin up / spin down) = 6.73 / 7.01 eV